{"formula": "C32H32AuN3O6S2", "method": "ωB97M-V/def2-TZVPD", "lumo_energy_ev": 4.296, "relative_energy_ev": 0.000, "energy_ev": -75822.6357, "homo_ev": -1.48, "total_charge": -2, "elements": ["Au", "O", "S", "O", "N", "C", "S", "C", "C", "C", "C", "C", "C", "H", "H", "H", "H", "O", "C", "O", "C", "C", "C", "C", "C", "C", "N", "O", "O", "H", "H", "H", "H", "C", "C", "C", "C", "C", "C", "C", "C", "N", "C", "C", "C", "C", "C", "C", "C", "C", "C", "C", "H", "H", "H", "H", "H", "H", "H", "H", "H", "H", "H", "H", "H", "H", "H", "H", "H", "H", "H", "H", "H", "H", "H", "H"], "positions_angstrom": [[-0.03837, -0.48511, -0.70266], [-2.96085, -6.23795, -1.37452], [-2.95802, -4.82991, -1.67971], [-4.22634, -4.15442, -1.72039], [-1.89995, -4.04229, -0.70272], [-0.88341, -3.57588, -1.36201], [0.50293, -2.82022, -0.69451], [-0.94117, -3.82979, -2.84658], [-0.05756, -3.41256, -3.82689], [-0.34422, -3.73946, -5.14624], [-1.48802, -4.46408, -5.47427], [-2.37610, -4.87622, -4.48698], [-2.07206, -4.53982, -3.18527], [0.81549, -2.83844, -3.54629], [0.32378, -3.41372, -5.93405], [-1.69485, -4.69866, -6.51081], [-3.27413, -5.42590, -4.72966], [4.53805, -0.68210, 0.26312], [3.32698, -0.67707, 0.52088], [2.41672, 0.02541, 0.02248], [2.86919, -1.67564, 1.59603], [3.57699, -2.85079, 1.81409], [3.15796, -3.77627, 2.76222], [2.04524, -3.51803, 3.54410], [1.37019, -2.32726, 3.33427], [1.74164, -1.41709, 2.36381], [0.21040, -2.02241, 4.19122], [-0.18234, -2.89794, 4.95178], [-0.34693, -0.94930, 4.04105], [4.46165, -3.02036, 1.21481], [3.70140, -4.70363, 2.89788], [1.69629, -4.20887, 4.29690], [1.16429, -0.52302, 2.18818], [-4.36603, 3.73085, -3.98642], [-3.66916, 2.45829, -3.56574], [-3.93237, 1.26839, -4.22454], [-3.27134, 0.11271, -3.79526], [-3.55390, -1.21196, -4.45540], [-2.37339, 0.17419, -2.75616], [-2.06342, 1.36923, -2.04395], [-2.76951, 2.51138, -2.51035], [-1.16959, 1.30709, -1.03541], [-0.77220, 2.39005, -0.13241], [-1.57783, 3.70308, -0.16920], [-1.06113, 4.70296, 0.87609], [-1.16366, 4.11328, 2.28148], [-0.33486, 2.83040, 2.34203], [1.13028, 3.14016, 2.01928], [1.22993, 3.75778, 0.62159], [0.39986, 5.04205, 0.57242], [0.69448, 2.76321, -0.41100], [-0.87824, 1.84846, 1.30946], [-5.02797, 3.55164, -4.83414], [-3.64663, 4.49999, -4.27703], [-4.96675, 4.14121, -3.17113], [-4.64156, 1.22962, -5.04318], [-4.29091, -1.10102, -5.25252], [-3.94430, -1.92923, -3.73407], [-2.64741, -1.64281, -4.88760], [-1.88088, -0.73691, -2.43457], [-2.63039, 3.47966, -2.05742], [-2.63885, 3.50022, 0.00423], [-1.47365, 4.17074, -1.14987], [-1.66969, 5.61454, 0.81548], [-2.21034, 3.88748, 2.51374], [-0.81049, 4.83884, 3.02408], [-0.40648, 2.38489, 3.33880], [1.71972, 2.22008, 2.04953], [1.54549, 3.82488, 2.76892], [2.27803, 3.98002, 0.39627], [0.47340, 5.48830, -0.42609], [0.77635, 5.77955, 1.29122], [1.31040, 1.86264, -0.41035], [0.75327, 3.19124, -1.41902], [-1.92587, 1.60426, 1.51375], [-0.32228, 0.91080, 1.36667]], "atomic_forces_ev_per_a": [[-0.6732, -0.3525, -0.4841], [-0.0225, 0.0045, -0.0089], [-0.0290, -0.0410, -0.0555], [-0.0182, -0.0093, 0.0110], [0.0749, -0.0286, 0.1597], [-0.0937, 0.0856, -0.2074], [0.2583, 0.2088, 0.3608], [-0.0163, 0.1504, 0.0046], [-0.0074, -0.0047, 0.0037], [-0.0125, 0.0071, -0.0049], [-0.0111, -0.0160, 0.0227], [0.0496, 0.0250, -0.0341], [-0.0252, -0.0067, -0.0380], [0.0105, 0.0105, 0.0054], [-0.0002, -0.0060, -0.0005], [0.0015, -0.0005, -0.0233], [-0.0554, -0.0286, -0.0131], [0.2921, -0.0349, -0.0384], [-0.1438, -0.1446, -0.0100], [0.0839, 0.2247, 0.1396], [-0.0060, 0.0114, 0.0381], [-0.0069, 0.0404, 0.0014], [0.0028, -0.0111, -0.0011], [0.0204, -0.0238, 0.0099], [0.0168, 0.1233, 0.2312], [0.0546, -0.0292, -0.0196], [-0.5210, -0.2401, -0.5916], [0.1755, 0.3372, 0.0929], [0.2535, -0.1978, 0.3061], [0.0163, 0.0034, -0.0132], [0.0039, 0.0024, -0.0056], [0.0036, 0.0092, -0.0101], [-0.0112, 0.0463, -0.0011], [0.0108, -0.0249, 0.0058], [-0.0129, 0.0067, -0.0120], [0.0087, -0.0258, 0.0375], [-0.0411, 0.0260, -0.0599], [0.0341, -0.0065, -0.0365], [0.0213, -0.0585, 0.0098], [-0.0885, 0.0029, -0.1053], [-0.1383, 0.2528, -0.1285], [0.3573, -0.1157, 0.3092], [0.0603, 0.0584, 0.0262], [0.0938, 0.1231, 0.2005], [0.0079, 0.0195, 0.0389], [-0.0287, 0.0016, 0.0354], [0.0242, 0.0561, -0.0027], [0.0136, -0.0276, 0.0103], [0.0131, 0.0326, 0.0242], [-0.0005, -0.0027, -0.0726], [0.0635, 0.0042, -0.0463], [-0.0124, -0.0092, -0.0465], [-0.0276, -0.0030, -0.0342], [0.0202, 0.0173, -0.0063], [-0.0124, 0.0069, 0.0192], [-0.0383, -0.0077, -0.0481], [-0.0107, 0.0023, -0.0371], [-0.0118, -0.0900, 0.0629], [0.0127, -0.0219, 0.0129], [0.0204, -0.0327, 0.0205], [-0.2021, -0.3479, -0.3397], [0.0043, 0.0148, -0.0104], [0.1579, 0.0873, 0.2615], [0.0132, -0.0297, -0.0061], [-0.0010, 0.0058, 0.0165], [0.0144, 0.0186, 0.0044], [-0.0056, -0.0163, 0.0072], [0.0113, -0.0283, -0.0107], [-0.0022, 0.0295, 0.0059], [-0.0066, 0.0017, 0.0031], [0.0062, 0.0217, 0.0106], [0.0071, -0.0002, 0.0340], [-0.0047, -0.0213, 0.0407], [-0.0155, 0.0211, -0.0088], [-0.0105, -0.0019, -0.0071], [0.0307, -0.0542, -0.0052]], "mulliken_charge": [0.31, -0.70, 1.18, -0.65, -0.58, 0.44, -0.42, 0.56, -0.43, -0.67, -0.42, -0.53, -0.13, 0.49, 0.36, 0.36, 0.41, -0.80, -0.07, -0.49, -0.01, -0.58, -0.52, -0.50, -0.10, 0.85, 1.06, -0.66, -0.60, 0.45, 0.35, 0.46, 0.07, -1.64, 0.22, -0.85, 0.53, -1.21, -0.56, 1.05, -0.35, -0.80, 2.73, -2.61, 0.60, -1.71, 0.61, -1.35, 0.63, -1.70, -1.63, -0.86, 0.36, 0.32, 0.31, 0.17, 0.30, 0.27, 0.15, 0.01, 0.43, 0.50, 0.74, 0.24, 0.51, 0.59, 0.37, 0.27, 0.61, 0.34, 0.54, 0.55, 0.41, 0.34, 0.30, -0.22]}